Entry 1:
15
Properties=species:S:1:pos:R:3:forces:R:3 method="wB97M-V/def2-TZVPD" e_homo_ev=-8.209 charge=0 e_lumo_ev=0.8 relative_energy_kcal_mol=73.4 e_tot_ev=-8291.8150
N 0.1370 -0.5114 0.7563 0.5 -0.6 0.2
N -0.8029 2.8558 0.9864 0.0 -0.2 0.0
C -0.4067 1.7246 1.2911 -1.3 0.6 0.0
C -0.7223 -1.2996 -0.1082 -0.2 -0.3 -0.1
C -0.4359 0.4595 1.5913 0.7 -0.2 0.3
C 0.2139 -0.2915 -0.6711 0.1 0.1 -0.2
C 1.5119 -0.6739 -1.3328 0.0 0.0 0.0
H 1.9121 -1.5853 -0.8776 -0.1 0.1 -0.1
H 1.3606 -0.8514 -2.4030 0.0 0.0 0.1
H -1.7821 2.6620 0.7129 0.3 0.8 -0.2
H -1.7859 -1.0638 -0.1329 0.2 0.0 0.1
H 2.2526 0.1235 -1.2102 -0.1 -0.1 0.0
H -0.2563 0.6146 -1.0597 0.0 -0.1 0.1
H -0.7251 0.1939 2.5996 0.1 -0.3 0.0
H -0.4711 -2.3569 -0.1420 -0.1 0.1 -0.1


Entry 2:
15
Properties=species:S:1:pos:R:3:forces:R:3 method="wB97M-V/def2-TZVPD" e_homo_ev=-7.758 charge=0 e_lumo_ev=1.0 relative_energy_kcal_mol=7.9 e_tot_ev=-8294.6524
N -1.3015 1.4556 -0.4079 0.1 0.2 0.0
N -0.1118 -0.5537 0.1434 0.1 0.1 -0.1
C 1.1759 -1.0197 0.2432 0.0 -0.1 0.1
C 2.0300 -0.0135 -0.1273 0.0 0.0 0.1
C 1.2338 1.1204 -0.4482 0.0 0.0 -0.1
C -0.0792 0.7565 -0.2651 0.1 -0.1 0.0
C -1.3200 -1.3066 0.3982 -0.1 -0.1 0.0
H -1.5615 1.8750 0.4788 -0.1 0.0 -0.1
H 3.1106 -0.0700 -0.1362 -0.2 0.0 0.0
H -1.2069 2.2074 -1.0821 0.0 -0.1 0.1
H 1.3733 -2.0237 0.5956 0.0 0.2 -0.1
H 1.5787 2.0902 -0.7841 -0.1 -0.1 0.1
H -2.0861 -1.0052 -0.3193 0.1 0.0 0.1
H -1.1151 -2.3735 0.2807 0.0 0.2 0.0
H -1.6980 -1.1278 1.4104 0.0 0.0 -0.1


Entry 3:
15
Properties=species:S:1:pos:R:3:forces:R:3 method="wB97M-V/def2-TZVPD" e_homo_ev=-8.360 charge=0 e_lumo_ev=0.9 relative_energy_kcal_mol=45.6 e_tot_ev=-8293.0173
N -0.0710 -0.0816 -1.5178 -1.9 -1.7 -0.3
N 0.2385 -2.2597 -0.9248 -0.3 3.1 3.7
C 0.4829 1.8584 1.1571 1.3 4.5 -0.2
C -0.6997 1.1739 0.5246 0.3 -0.8 -0.8
C 0.0586 -1.3452 -1.9144 -0.2 -0.3 0.0
C -0.2954 -0.1440 -0.1549 2.6 -1.8 0.3
C 0.0960 -1.4503 0.2593 -1.7 0.7 1.0
H 0.3846 -3.2548 -0.8770 -0.1 0.2 -0.6
H -1.5571 1.0295 1.2588 0.9 0.4 -1.2
H -0.8822 1.7171 -0.4214 -1.1 0.2 0.9
H 1.3379 2.1845 0.4735 -1.4 -0.7 0.0
H -0.4578 -1.7911 -2.7312 0.8 0.4 -1.7
H 0.0162 -1.8054 1.3383 0.5 0.0 -1.9
H 0.3512 2.9177 1.7277 -0.5 -2.5 -1.2
H 0.9973 1.2509 1.8020 1.0 -1.6 2.0


Entry 4:
15
Properties=species:S:1:pos:R:3:forces:R:3 method="wB97M-V/def2-TZVPD" e_homo_ev=-8.769 charge=0 e_lumo_ev=1.0 relative_energy_kcal_mol=40.7 e_tot_ev=-8293.2331
N -0.9661 0.1951 -0.2230 0.0 0.0 0.1
N -0.0405 0.8913 1.8508 0.2 0.1 -0.3
C 0.3623 0.8255 -0.4425 0.1 0.2 0.0
C -1.0170 -0.0065 1.2378 -0.1 -0.1 0.1
C 0.7172 1.3264 0.9285 -0.1 -0.1 0.2
C 0.9548 -0.5271 -0.9229 0.1 -0.2 0.0
C -0.5145 -0.9906 -0.9927 0.0 -0.3 -0.1
H -0.7749 -1.9549 -0.5396 0.1 0.2 -0.1
H -0.7385 -1.0343 1.5258 -0.1 0.1 -0.1
H 1.5365 2.0095 1.1471 0.0 -0.1 0.0
H 0.3579 1.6050 -1.2127 0.0 -0.1 0.1
H -0.9209 -0.9569 -2.0089 0.0 0.0 0.2
H 1.5183 -1.0480 -0.1392 -0.1 0.2 -0.1
H 1.5382 -0.5334 -1.8478 -0.1 0.0 0.1
H -2.0127 0.1988 1.6393 0.1 0.0 0.0


Entry 5:
15
Properties=species:S:1:pos:R:3:forces:R:3 method="wB97M-V/def2-TZVPD" e_homo_ev=-9.763 charge=0 e_lumo_ev=0.9 relative_energy_kcal_mol=91.3 e_tot_ev=-8291.0384
N -1.7825 3.0312 0.2387 0.2 -1.1 0.4
N 0.0864 0.2422 0.5698 -0.5 0.6 -0.5
C 1.5853 -0.2722 -1.3856 0.1 0.1 0.0
C -1.2504 0.5714 0.9779 -0.3 0.0 -0.1
C 0.3416 -0.5623 -0.5927 0.0 0.5 -0.3
C 0.3690 -1.3572 0.6571 -0.5 1.2 0.6
C -1.5519 1.9500 0.5779 -0.5 1.2 -0.4
H -1.9914 -0.1148 0.5484 -0.1 0.1 0.0
H 1.7484 -1.0567 -2.1325 0.0 0.1 0.1
H -0.5599 -1.9158 0.8387 0.5 0.2 0.4
H 2.4547 -0.2455 -0.7226 -0.1 0.1 -0.1
H 0.8803 -0.6594 1.4085 1.1 -2.6 0.3
H 1.4878 0.6902 -1.8946 0.1 -0.1 0.0
H -1.3253 0.4979 2.0740 0.0 0.0 -0.3
H -0.5703 -0.6614 -1.1861 0.2 -0.4 0.0


Entry 6:
15
Properties=species:S:1:pos:R:3:forces:R:3 method="wB97M-V/def2-TZVPD" e_homo_ev=-8.129 charge=0 e_lumo_ev=1.0 relative_energy_kcal_mol=92.2 e_tot_ev=-8291.0001
N 0.4609 0.7155 0.6589 -0.1 0.0 0.1
N -1.6138 0.1531 -0.1986 0.3 -0.1 0.3
C 2.9417 -0.2517 -0.0990 0.0 0.0 0.0
C 1.6245 0.3919 -0.2367 -0.1 0.2 -0.2
C -0.7176 -0.0599 0.6702 -0.3 0.1 -0.2
C 0.7712 1.2228 -0.7005 0.3 -0.1 -0.1
C -2.9212 -0.4313 -0.0349 -0.2 -0.1 0.0
H -3.1848 -1.0071 -0.9285 0.0 0.1 0.1
H 3.3996 0.0692 0.8440 -0.1 -0.1 -0.1
H 3.5856 0.0631 -0.9250 -0.1 -0.1 0.1
H -0.8426 -0.7097 1.5471 0.0 0.1 -0.1
H 2.8780 -1.3439 -0.0962 -0.1 0.1 0.0
H -3.6572 0.3779 0.0493 0.1 -0.1 0.0
H -3.0250 -1.0795 0.8493 0.1 0.1 -0.1
H 0.3008 1.8896 -1.3993 0.2 0.0 0.1